Version P
Here is 2 unconnected molecules or ions with the total composition CH7N3O from OMol25. Energies are from wB97M-V/def2-TZVPD.

Geometry as XYZ:
```
12
Properties=species:S:1:pos:R:3:nbo_charge:R:1
N 1.04581 -0.16556 -1.65275 -0.7976
C 0.03119 0.26240 -1.03790 0.5769
N -0.14573 1.49913 -0.40438 -0.8536
N -1.03333 -0.57400 -0.81970 -0.8224
H 1.94421 0.28980 -1.65571 0.3530
H 0.58390 2.16594 -0.42095 0.3825
H -0.54272 1.34996 0.51134 0.3873
H -1.97939 -0.22758 -0.80106 0.3797
H -1.05779 -1.43931 -1.31941 0.3936
O 0.09021 -1.08587 2.38203 -0.9573
H 0.17455 -0.99857 3.32419 0.4767
H 0.88909 -1.07634 1.89431 0.4810
```

Computed properties:
**Kohn-Sham gap**: 9.8395 eV
**SMILES**: N=C(N)N.O



Version Q
Here is a single CH7N3O molecule from OMol25. Energies are from wB97M-V/def2-TZVPD.

Geometry as XYZ:
```
12
Properties=species:S:1:pos:R:3:nbo_charge:R:1
N 1.09486 0.28882 -1.40754 -0.7561
N 1.43072 -0.23140 -0.11965 -0.4783
C 0.36591 -0.09692 0.77880 -0.0751
N -1.00194 -0.25631 -0.10999 -0.3746
O -2.03097 0.66304 0.18101 -0.5595
H 1.52370 1.20771 -1.47790 0.3467
H -0.12134 0.12601 -1.33578 0.3888
H 1.70570 -1.20721 -0.21987 0.3402
H 0.26833 0.94637 1.08488 0.1824
H 0.41053 -0.81822 1.59895 0.1908
H -1.38570 -1.20080 -0.09349 0.3451
H -2.25981 0.57891 1.12056 0.4494
```

Computed properties:
**Kohn-Sham gap**: 9.3699 eV
**SMILES**: NNCNO



version P ends up most stable, edging out the next structure by 400.8 kJ/mol.



Version P
Here is a single C3HNO3 molecule from OMol25. Energies are from wB97M-V/def2-TZVPD.

Geometry as XYZ:
```
8
Properties=species:S:1:pos:R:3:nbo_charge:R:1
O -1.45056 -1.34552 -0.48879 -0.3788
C -0.61577 -0.49494 -0.49972 0.4389
C -0.34425 1.00710 -1.07306 -0.0977
N 0.67962 1.57386 -0.61097 -0.0111
O 1.16350 0.74400 0.49265 -0.3669
C 0.30595 -0.33309 0.61730 0.6282
O 0.23935 -1.08170 1.50565 -0.4396
H -0.45133 1.37429 -2.06630 0.2269
```

Computed properties:
**Kohn-Sham gap**: 8.6768 eV
**SMILES**: O=C1C=NOC1=O



Version Q
Here is 2 unconnected molecules or ions with the total composition C3HNO3 from OMol25. Energies are from wB97M-V/def2-TZVPD.

Geometry as XYZ:
```
8
Properties=species:S:1:pos:R:3:nbo_charge:R:1
C -0.21074 1.15134 0.14100 0.5527
C -1.23091 -0.51351 -1.35348 0.9351
C 1.60333 -1.29090 0.93218 0.4940
N -0.79581 0.52669 -0.91932 -0.6375
O -1.67127 -1.48925 -1.77861 -0.4566
O 2.27646 -1.13751 1.82201 -0.5068
O 0.15749 0.58162 1.11565 -0.5173
H -0.12855 2.17153 0.04058 0.1363
```

Computed properties:
**Kohn-Sham gap**: 11.4152 eV



version Q ends up most stable, edging out the next structure by 274.7 kJ/mol.



Version P
Here is a gas-phase ion, C8H14NO (charge +1) from OMol25. Energies are from wB97M-V/def2-TZVPD.

Geometry as XYZ:
```
24
Properties=species:S:1:pos:R:3:nbo_charge:R:1
C -0.04217 0.31276 -2.07261 -0.4319
C -0.02164 1.66356 -2.35774 0.1969
C 0.03449 -0.08543 -0.80424 0.4764
C 1.29992 -1.09062 1.07703 -0.6002
C -0.23280 -2.39751 -0.45339 -0.5722
C -1.28777 -0.88247 1.15295 -0.5654
C 0.07113 2.69890 1.08133 -0.4588
C 0.02285 -1.01908 0.31454 -0.2024
N 0.15711 1.99642 -0.20667 -0.0679
O 0.10365 2.47946 -1.37569 -0.1193
H -0.04294 -0.35327 -2.97473 0.3114
H -0.12389 2.05374 -3.29121 0.2288
H 2.10072 -1.04234 0.33577 0.2259
H 1.49102 -0.27825 1.67717 0.2202
H 1.43213 -1.84962 1.78422 0.2470
H -1.16709 -2.44546 -0.92041 0.2252
H 0.42265 -2.51283 -1.23102 0.2115
H 0.13072 -3.25758 0.10665 0.2558
H -1.68052 -1.82198 1.42118 0.2366
H -0.91325 -0.36288 2.03887 0.2139
H -1.99628 -0.29719 0.71978 0.2188
H 0.73405 3.59833 0.88795 0.2484
H -1.06994 2.72768 1.15952 0.2475
H 0.57785 2.16563 1.93076 0.2537
```

Computed properties:
**Kohn-Sham gap (alpha / beta)**: 8.2955 / 8.3981 eV
**Net charge**: +1



Version Q
Here is a gas-phase ion, C8H14NO (charge +1) from OMol25. Energies are from wB97M-V/def2-TZVPD.

Geometry as XYZ:
```
24
Properties=species:S:1:pos:R:3:nbo_charge:R:1
C 0.68154 0.37702 1.47855 -0.2104
C 1.07886 -0.04466 2.56630 0.2316
C 0.14910 -0.79986 -2.51091 -0.2527
C -1.27698 -1.12811 -0.41419 -0.4940
C 0.46913 0.66358 -2.11533 -0.0797
C 0.04700 0.88676 0.36894 0.5367
C 1.74414 -0.40736 3.87078 -0.7063
C -0.91168 2.07367 0.52538 -0.6663
N -1.16185 -1.33610 -1.90569 -0.5292
O 0.81369 0.83298 -0.74386 -0.5149
H 0.25025 -0.90425 -3.56743 0.2388
H 0.95757 -1.35539 -2.05428 0.2316
H -1.14305 -2.18377 0.00060 0.1932
H -2.17683 -0.76978 -0.11836 0.1832
H 1.47499 0.88574 -2.45519 0.2444
H -0.33066 1.35212 -2.57553 0.1949
H 2.79716 -0.56609 3.64044 0.2739
H 1.45098 -1.48570 4.22031 0.2653
H 1.30020 0.27935 4.56469 0.2665
H -1.80198 2.04898 -0.06136 0.2428
H -0.22125 2.81204 0.23937 0.2486
H -1.05761 2.04572 1.56107 0.2444
H -1.97384 -0.93539 -2.45033 0.4277
H -1.15890 -2.34149 -2.06398 0.4299
```

Computed properties:
**Kohn-Sham gap (alpha / beta)**: 7.4729 / 7.4641 eV
**Net charge**: +1



version Q ends up most stable, edging out the next structure by 87.8 kJ/mol.